The following is a quantum chemistry calculation of 2 unconnected molecules or ions with the total composition C6H6N2O2 in a non-equilibrium geometry, from the OMol25 dataset.

Highest occupied orbital energy = -10.033 eV
SMILES = O=c1cc[nH]c(=O)[nH]1.C#C
Frontier orbital gap = 10.335 eV
Electronic energy = -13391.58022 eV
Relative energy (zero: lowest compared OMol25 entry of this formula, charge and spin) = 70.25 kcal/mol

```
! wB97M-V def2-TZVPD RIJCOSX def2/J DEFGRID3
* xyz 0 1
O 0.95412 1.64923 -1.18012
O 0.26544 -1.91612 1.26929
N 0.70997 -0.29739 -0.18398
N -0.81191 0.37748 -1.72378
C 0.57930 1.45574 2.23294
C -1.03311 -1.81035 -0.83099
C -1.36635 -0.94606 -1.75409
C -0.06408 -1.36554 0.18800
C 0.37965 0.68244 -1.08949
C 1.40413 1.71326 3.10603
H -0.75687 0.84971 -2.56854
H -2.22361 -0.79315 -2.56547
H 1.90651 2.07896 3.97672
H -0.09804 1.22894 1.51667
H 1.63484 -0.06341 0.30997
H -1.47999 -2.84375 -0.70316
*
```